i.
C6H8N2S | the ωB97M-V functional and the def2-TZVPD basis

```
17
Properties=species:S:1:pos:R:3
S 2.91694 2.49332 0.98772
C 3.26724 0.96650 1.12518
H -1.36516 -1.74192 0.85923
C -0.31797 -1.49037 0.81092
C -2.08662 0.46477 -1.31860
H -2.84944 -0.40858 -1.55466
C -0.63899 -0.02740 -1.18020
H 3.34786 -0.89672 1.79373
H 0.13096 -2.29810 2.39949
C 0.09500 -0.80715 -0.36479
N 3.73402 -0.06683 1.36681
C -2.49904 1.72131 -1.37385
H 1.14292 -0.98531 -0.67269
H -3.53325 2.07649 -1.53275
H -0.04049 0.41036 -2.08422
N 0.51907 -1.89953 1.64605
H -1.82306 2.48914 -0.90735
```

The highest occupied orbital energy is -0.341 Ha. The calculation puts the HOMO-LUMO gap at 0.352 hartree.

ii.
C6H8N2S | the ωB97M-V functional and the def2-TZVPD basis

```
17
Properties=species:S:1:pos:R:3
N 3.17207 0.82871 -0.17967
S 2.89199 -0.89131 -0.00238
N 2.16036 1.64640 0.29442
C 1.43829 -1.38762 0.14384
H -2.13271 -0.91190 -0.36120
H -0.82311 -0.76638 -1.58842
H 1.18911 0.80429 -1.15383
C 1.07926 1.39339 -0.34426
H 4.06020 1.13634 0.24140
H -0.12678 -2.63464 0.27224
H -0.43091 2.63493 0.88604
H -2.06799 1.11786 0.75282
C -0.20552 1.69027 0.22804
H -0.25122 -1.19897 1.28705
C -1.07358 -0.60146 -0.45939
C 0.02083 -1.46805 0.28807
C -1.13230 0.75502 0.17985
```

The highest occupied orbital energy is -0.300 Ha. The calculation puts the HOMO-LUMO gap at 0.312 hartree.

Computed energies relative to the best structure, in eV: i 0.000; ii 2.723

i.
C11H21N3O3 | the ωB97M-V functional and the def2-TZVPD basis

```
38
Properties=species:S:1:pos:R:3
C -2.97108 -0.98440 -0.25245
H -3.37557 -1.12356 -1.27370
H 2.99692 -2.33052 -1.11718
C -1.62031 -1.85830 -0.18800
H 1.22417 0.06570 -1.55061
H -1.47842 -2.75117 -2.15256
H 0.91249 -1.88485 -2.77789
H -1.00257 -1.33710 0.45966
H -1.45439 -0.95582 -2.23871
O 3.06580 1.83548 0.14226
C -0.76286 1.49058 2.28635
N 2.89470 -1.39327 -1.50442
H 0.68956 -3.03097 -1.47894
C 0.48479 -1.95051 -1.76788
C 0.37995 0.30807 2.26206
C -1.10507 -1.81317 -1.65260
H 2.73746 4.05079 -0.43695
H -1.03429 1.95663 3.23456
C 1.93536 2.32008 -0.09792
H 1.28332 0.61884 2.65696
N 0.72694 0.24295 0.88674
C 1.48123 -0.96722 -1.13213
N -2.46112 0.36064 0.17120
H -1.41874 0.40412 0.36207
H 0.03390 1.56232 -0.96388
H -1.60517 -2.81624 0.15588
H -2.87007 1.15486 -0.36133
C -0.26864 2.39087 0.97160
H -0.10031 -0.66712 2.49502
H -1.08885 2.97022 0.57261
O 1.69304 -1.82722 1.18082
H 0.30936 3.08549 1.55580
H -3.71295 -1.41735 0.44152
C 0.52360 1.52278 0.05145
H 3.55432 -0.92992 -0.82700
C 1.37211 -0.90837 0.39265
O 1.85640 3.56217 -0.55622
H -1.82498 1.04450 2.05116
```

The highest occupied orbital energy is -0.334 Ha. The calculation puts the HOMO-LUMO gap at 0.349 hartree.

ii.
C11H21N3O3 | the ωB97M-V functional and the def2-TZVPD basis

```
38
Properties=species:S:1:pos:R:3
C 1.73343 0.98105 2.49050
H 1.81470 -1.56033 1.34852
C 0.85328 -1.29860 1.73469
H 1.61687 0.74140 3.57079
H -0.31811 0.47545 2.12318
C 0.50929 0.44938 -2.50814
H -3.59092 -0.69904 -2.11864
C -0.19670 -2.08003 0.92487
H 2.33621 2.99604 2.98527
H -1.19657 -1.84382 1.33614
H 0.62441 2.83727 2.53268
H 2.75369 0.64750 2.18194
O 1.07101 0.28059 -3.71298
C -0.82138 -0.27649 -2.40261
H 1.38230 2.52470 0.22473
H -2.75755 -1.16787 0.10995
C -3.07388 0.15707 -1.66129
H -0.82821 -1.09309 -3.14158
O 0.98028 1.16351 -1.65545
O 0.86501 -1.98401 -1.21227
H 0.78648 -1.67985 2.77854
H -3.80538 0.89259 -1.37833
H -2.08087 0.47691 0.23933
H -1.67626 1.69040 -2.25184
H 0.80340 -3.73215 0.35975
C -0.09111 -1.63039 -0.53258
H 1.88416 0.79756 -3.72489
N -1.03898 -0.79206 -1.04394
N 1.99166 2.97116 0.92699
H 0.69051 0.56405 0.66046
C 1.64920 2.50530 2.26015
C -1.99126 0.70530 -2.59115
H -2.30724 0.77797 -3.61267
C -2.27419 -0.32646 -0.44130
H 0.14874 -3.84530 1.86868
H 2.92261 2.67916 0.69973
N -0.02961 -3.52283 0.92409
C 0.66097 0.21794 1.70867
```

The highest occupied orbital energy is -0.327 Ha. The calculation puts the HOMO-LUMO gap at 0.354 hartree.

Computed energies relative to the best structure, in eV: i 4.108; ii 0.000

i.
C3H9NO | the ωB97M-V functional and the def2-TZVPD basis

```
14
Properties=species:S:1:pos:R:3
H 2.99037 0.11598 0.03727
C 1.93883 0.15746 0.32315
H -0.36613 -1.26924 0.33077
H -2.11819 0.71346 -0.69068
C -1.95367 0.39751 0.34847
H 1.64446 1.18823 0.51100
H -2.61377 1.06159 0.92628
N 1.16070 -0.45111 -0.74338
H -0.66779 -0.94575 -1.44442
C -0.19319 -0.62795 -0.52195
H 1.84385 -0.36629 1.27222
H 1.28923 0.06913 -1.60210
O -0.62802 0.58208 0.76417
H -2.32667 -0.62510 0.48920
```

The highest occupied orbital energy is -0.325 Ha. The calculation puts the HOMO-LUMO gap at 0.361 hartree.

ii.
C3H9NO | the ωB97M-V functional and the def2-TZVPD basis

```
14
Properties=species:S:1:pos:R:3
C -1.91943 -0.27024 1.05250
H 0.87294 1.49779 -0.36807
H 2.38357 0.26370 0.86928
C 1.89952 0.15217 -1.65794
H -1.16892 0.34900 0.70900
H 0.76993 0.36410 1.57336
H 1.49051 -0.77385 -2.25994
H 1.35413 -1.21211 0.91813
H 3.03194 -0.33165 -1.26179
C 1.31068 -0.04384 0.71602
H 2.03161 0.92222 -2.43486
H -1.83994 -0.56881 2.19448
N 0.94795 0.44041 -0.50475
O -2.91326 -0.32772 0.36628
```

The highest occupied orbital energy is -0.329 Ha. The calculation puts the HOMO-LUMO gap at 0.360 hartree.

iii.
C3H9NO | the ωB97M-V functional and the def2-TZVPD basis

```
14
Properties=species:S:1:pos:R:3
N -0.18398 1.78449 0.34485
H -1.09317 2.23510 0.53947
H -1.88370 -0.12768 -0.80596
H 1.10737 -0.67359 3.06466
O 1.12499 -0.41656 2.15642
H -0.52336 -2.21654 -0.73394
H 0.53361 0.38220 2.16168
H 0.51278 2.34738 0.55963
H 0.89522 -1.38293 -1.45423
H -0.56727 -1.68445 -2.41019
C -0.19508 -1.37523 -1.42193
H 1.07901 0.56018 -0.67806
C 0.03587 0.71985 -0.46225
C -0.84230 -0.15221 -0.86013
```

The highest occupied orbital energy is -0.283 Ha. The calculation puts the HOMO-LUMO gap at 0.318 hartree.

iv.
C3H9NO | the ωB97M-V functional and the def2-TZVPD basis

```
14
Properties=species:S:1:pos:R:3
H -0.98723 -0.27783 -1.71549
N -0.99364 -0.54018 0.33692
H 0.62477 -0.07837 1.85251
O -0.30980 2.00161 -0.22213
C -0.27587 -0.34992 -0.86139
H 0.38783 2.92149 -0.89751
H -1.74886 -1.19811 0.21642
H 0.98829 1.04953 -1.88427
H 1.40097 0.63467 0.00408
H 0.44462 -1.12252 -1.09956
H -0.66654 -1.18921 2.33378
C 0.58251 0.92780 -0.76580
H 0.59374 -1.87546 1.26042
C -0.04077 -0.90349 1.44203
```

The highest occupied orbital energy is -0.324 Ha. The calculation puts the HOMO-LUMO gap at 0.341 hartree.

Computed energies relative to the best structure, in eV: i 1.925; ii 1.865; iii 0.000; iv 2.210

i.
C5H12S | the ωB97M-V functional and the def2-TZVPD basis

```
18
Properties=species:S:1:pos:R:3
H -1.04021 -1.12119 -2.06484
C 1.72112 -0.30942 -2.00536
H -1.78861 -0.59719 3.66379
H -2.16786 0.93123 1.90703
H 0.13328 -0.54806 3.65226
H -0.81724 -0.25575 1.47727
H -1.21186 -0.93279 -3.84160
H -1.04880 0.64849 4.41141
H 2.82055 -0.51553 -2.29742
H 1.10105 -0.25536 -4.09131
C -0.96451 0.62625 2.10835
H 0.60815 1.92460 0.54243
S 0.02937 2.07635 1.83831
C 0.74821 -0.46746 -3.09909
H 1.78716 0.80028 -1.57132
H 1.50321 -1.10440 -1.19109
C -0.85295 0.04684 3.53588
C -0.56008 -0.94689 -2.97469
```

The highest occupied orbital energy is -0.328 Ha. The calculation puts the HOMO-LUMO gap at 0.357 hartree.

ii.
C5H12S | the ωB97M-V functional and the def2-TZVPD basis

```
18
Properties=species:S:1:pos:R:3
S 0.66881 1.66739 -0.58814
H -1.56644 0.84355 -0.26900
H -1.04698 -1.48692 -0.07362
C 0.30123 -1.98507 2.14558
H -0.74410 -0.28457 2.18405
H 0.68193 -1.29208 -0.34077
H -1.52243 -0.96751 -2.13593
H -1.44249 0.68805 -2.82776
H 0.71865 2.11567 0.75471
H 0.66640 -2.08897 3.14833
H -0.00625 -0.46254 -2.49399
H -0.53339 -2.70451 2.18550
H 1.07452 -2.36908 1.50665
C 0.07771 -0.65702 1.57808
C -0.88208 -0.03608 -2.08953
H 0.94435 -0.05184 1.65058
C -0.22927 -0.81272 0.14635
C -0.58837 0.38799 -0.76021
```

The highest occupied orbital energy is -0.326 Ha. The calculation puts the HOMO-LUMO gap at 0.357 hartree.

Computed energies relative to the best structure, in eV: i 1.190; ii 0.000

i.
C6H9NO | the ωB97M-V functional and the def2-TZVPD basis

```
17
Properties=species:S:1:pos:R:3
H -1.53290 -0.40919 -1.94259
H 0.02531 1.99074 -0.97208
N 0.29355 -1.42357 -1.51893
H -1.17297 2.62232 1.64413
H -1.44495 0.14965 1.12538
C -0.37804 -1.52108 -0.28778
H 1.32675 -1.00523 -1.15292
C -0.27641 1.86947 1.87215
C -0.51875 0.64360 0.91737
C 0.42071 -0.66193 0.72411
H 0.79771 2.22087 1.20005
H -0.99109 -2.33230 0.20198
C -0.76689 -0.33192 -1.24682
H 0.80070 -1.17729 1.56084
C -0.01454 0.86164 -0.64357
O 1.18995 0.13270 -0.25160
H -0.17950 1.68509 2.96777
```

The highest occupied orbital energy is -0.322 Ha. The calculation puts the HOMO-LUMO gap at 0.357 hartree.

ii.
C6H9NO | the ωB97M-V functional and the def2-TZVPD basis

```
17
Properties=species:S:1:pos:R:3
H -1.05609 -1.52575 1.52092
H 2.72886 0.23159 0.63294
H 1.03151 2.01341 -0.15823
H -1.83322 1.24674 -0.29052
C 0.04542 -1.31644 -0.75069
C 0.30500 0.26114 1.03582
O 2.55277 -0.22450 -0.33249
C 0.31940 1.10597 -0.29475
N -1.17164 -0.65139 -0.44598
H -1.09966 1.04937 -2.08127
H 0.08770 -2.21950 -0.13172
C -1.03459 0.83106 -1.00748
C -0.96510 -0.49172 0.96754
H 0.29917 -1.28443 -1.88022
H -1.81416 0.21598 1.25075
H 0.44009 1.02407 2.02178
C 1.16456 -0.26561 -0.05639
```

The highest occupied orbital energy is -0.314 Ha. The calculation puts the HOMO-LUMO gap at 0.345 hartree.

iii.
C6H9NO | the ωB97M-V functional and the def2-TZVPD basis

```
17
Properties=species:S:1:pos:R:3
H 2.11910 -1.63674 1.83049
O -0.31453 -1.95929 1.17738
H 0.36810 2.12499 -0.12187
H 1.67833 1.04946 -0.63266
H -3.19636 1.85997 -2.30422
C 0.46045 -0.93067 0.67686
H 2.45915 -1.47652 0.10498
H -2.12081 -0.76381 0.27604
C -0.13660 0.05117 -0.01909
N -2.91577 1.83880 -1.33123
C -1.58018 0.04547 -0.19047
H 0.24823 -2.57875 1.65243
H 2.36281 -0.04143 1.13023
H 0.28575 1.31613 -1.67961
C 0.60378 1.19763 -0.64442
C 1.93456 -1.02310 0.94818
C -2.25603 0.92670 -0.87303
```

The highest occupied orbital energy is -0.269 Ha. The calculation puts the HOMO-LUMO gap at 0.297 hartree.

iv.
C6H9NO | the ωB97M-V functional and the def2-TZVPD basis

```
17
Properties=species:S:1:pos:R:3
O 0.80224 1.18624 -0.45301
C 1.57093 0.11015 -0.06634
C 3.06869 0.18375 -0.27296
H -1.49705 -0.93429 2.60897
C 0.82420 -0.80295 0.55423
H 3.52936 0.19093 0.77374
H -3.15574 0.63194 0.65482
C -1.32651 0.07085 -0.49982
N -0.49313 1.01335 0.09326
C -0.44562 -0.28625 0.59006
H -3.39490 -0.73986 -0.27065
C -2.86955 0.25408 -0.26753
H 3.27985 -0.64805 -0.95973
H -1.14711 -0.37589 -1.41111
H 3.11573 1.14657 -0.73393
H 1.28999 -1.76806 0.76026
H -3.15137 0.76749 -1.10026
```

The highest occupied orbital energy (alpha / beta) is -0.262 / -0.318 Ha. The calculation puts the HOMO-LUMO gap (alpha / beta) at 0.264 / 0.329 hartree.

Computed energies relative to the best structure, in eV: i 4.844; ii 2.998; iii 0.000; iv 6.630